A structure of composition C14H19FeNO3PS4. Source: the OMol25 dataset; level of theory: ωB97M-V/def2-TZVPD.

Atoms and positions in Å:
1 Fe -0.0944 1.0842 -0.2616
2 C 3.9264 -0.1785 1.9197
3 C 2.8222 0.4452 1.0943
4 S 1.3292 -0.3481 1.1239
5 C 3.0568 1.6191 0.3732
6 C 4.4028 2.2998 0.4214
7 S 1.8961 2.4078 -0.5858
8 H 3.5602 -1.0621 2.4346
9 H 4.3043 0.5237 2.6655
10 H 4.7685 -0.4731 1.2889
11 H 5.1600 1.7045 0.9245
12 H 4.3133 3.2553 0.9421
13 H 4.7453 2.5205 -0.5897
14 S -1.9546 2.6117 -1.1186
15 C -2.5912 1.7816 0.2225
16 N -1.8528 0.9165 0.8958
17 C -2.5276 0.3355 1.9584
18 C -2.0132 -0.6068 2.8435
19 C -2.8324 -1.0892 3.8494
20 C -4.1496 -0.6440 3.9841
21 C -4.6684 0.2962 3.1086
22 C -3.8467 0.7771 2.0990
23 S -4.2039 1.9486 0.8552
24 H -0.9876 -0.9409 2.7444
25 H -2.4427 -1.8207 4.5452
26 H -4.7704 -1.0343 4.7794
27 H -5.6868 0.6479 3.2090
28 C -0.4268 -0.2039 -4.9292
29 O -0.2300 0.4378 -3.6587
30 P -0.1605 -0.3899 -2.3070
31 O -1.4231 -1.3634 -2.4519
32 C -1.7962 -2.1716 -1.3306
33 O 1.0153 -1.4686 -2.5411
34 C 2.3632 -0.9887 -2.4234
35 H -0.2191 0.5436 -5.6886
36 H -1.4559 -0.5463 -5.0142
37 H 0.2509 -1.0499 -5.0413
38 H -2.8006 -2.5373 -1.5217
39 H -1.7974 -1.5848 -0.4072
40 H -1.1106 -3.0127 -1.2278
41 H 3.0041 -1.8622 -2.3385
42 H 2.4822 -0.3643 -1.5371
43 H 2.6414 -0.4151 -3.3087

As for the HOMO energy (spin up / spin down): -7.47 / -7.81 eV. As for the multiplicity: 6. The value obtained for the LUMO energy (spin up / spin down) is 0.620 / -1.563 eV. Its energy is -4023.27001 Eh. The value obtained for the HOMO-LUMO gap (spin up / spin down) is 8.09 / 6.24 eV.